(1)
Molecular formula: C14H13ClF6OTi
Method: DFT, ωB97M-V/def2-TZVPD

The geometry in ORCA input format:
```
! wB97M-V def2-TZVPD RIJCOSX def2/J DEFGRID3
* xyz -1 2
C 0.68 1.49 -0.31
C -0.50 2.03 -0.94
C -0.72 1.29 -2.15
H -1.06 2.90 -0.58
C 0.33 0.32 -2.29
C 1.19 0.46 -1.16
H 2.16 -0.03 -1.02
H 1.18 1.87 0.58
H -1.53 1.43 -2.87
H 0.55 -0.29 -3.17
Ti -0.88 -0.15 -0.36
Cl -1.71 0.61 1.54
C -4.16 -0.76 0.13
C -3.95 -1.20 -1.20
C -4.10 -0.08 -2.08
H -3.78 -2.23 -1.51
C -4.40 1.06 -1.27
C -4.44 0.64 0.09
H -4.67 1.27 0.94
H -4.15 -1.38 1.02
H -4.06 -0.11 -3.16
H -4.61 2.06 -1.63
C 1.46 -3.53 0.60
C 0.33 -3.11 -0.32
O -0.04 -1.75 -0.23
C 0.73 -3.35 -1.83
F 1.00 -4.64 -2.13
F -0.20 -2.90 -2.73
F 1.87 -2.62 -2.08
C -0.90 -4.01 0.04
F -0.63 -5.34 -0.07
F -1.30 -3.77 1.32
F -1.99 -3.74 -0.74
H 2.34 -2.91 0.41
H 1.72 -4.59 0.44
H 1.18 -3.44 1.66
*
```

Output
⟨S²⟩	0.75
Kohn-Sham gap (spin up / spin down)	5.49 / 5.47	eV
E_LUMO (spin up / spin down)	2.598 / 2.596	eV

List of Löwdin charges in e, atom by atom: -0.222, -0.208, -0.169, 0.114, -0.165, -0.182, 0.111, 0.108, 0.107, 0.109, 0.678, 0.132, -0.268, -0.223, -0.224, 0.055, -0.216, -0.264, 0.056, 0.066, 0.054, 0.060, 0.014, -0.363, -0.266, -0.478, 0.136, 0.136, 0.112, -0.503, 0.127, 0.137, 0.138, 0.100, 0.099, 0.103

(2)
Molecular formula: C5H9F2N4O
Method: DFT, ωB97M-V/def2-TZVPD

The geometry in ORCA input format:
```
! wB97M-V def2-TZVPD RIJCOSX def2/J DEFGRID3
* xyz 1 3
C 1.21 0.93 -0.45
C -0.43 1.71 1.27
C 0.11 -1.22 -0.95
C 0.89 -2.81 0.52
C -0.67 -0.95 -2.29
N 0.81 -0.25 -0.49
N 0.61 1.83 0.36
N -0.95 0.57 1.20
N -0.94 2.88 1.80
O 0.05 -2.48 -0.54
F -0.51 0.35 -2.62
F -1.99 -1.07 -2.11
H 2.14 1.19 -0.98
H 0.25 -2.70 1.45
H 1.68 -2.11 0.73
H 1.17 -3.94 0.23
H -0.48 -1.69 -3.04
H 1.07 2.76 0.25
H -1.80 0.32 1.72
H -0.49 3.69 1.60
H -1.74 2.97 2.35
*
```

Output
⟨S²⟩	2.01
Kohn-Sham gap (spin up / spin down)	6.53 / 6.02	eV
E_LUMO (spin up / spin down)	-3.047 / -7.869	eV

List of Löwdin charges in e, atom by atom: -0.206, -0.410, -0.206, -0.053, -0.277, 0.155, 0.142, 0.282, 0.217, -0.004, 0.097, 0.091, 0.156, 0.117, 0.083, 0.162, 0.163, 0.183, 0.134, 0.068, 0.106

(3)
Molecular formula: C4H7NO2
Method: DFT, ωB97M-V/def2-TZVPD

The geometry in ORCA input format:
```
! wB97M-V def2-TZVPD RIJCOSX def2/J DEFGRID3
* xyz 0 1
C -2.04 0.76 0.05
C -0.79 0.00 0.43
O -0.46 -0.89 -0.69
C 0.72 -0.69 -1.20
C 1.29 0.41 -0.32
N 2.47 0.86 -0.39
O 0.33 0.82 0.58
H -2.31 1.47 0.82
H -2.86 0.05 -0.10
H -1.86 1.29 -0.89
H -0.92 -0.64 1.31
H 1.85 -2.43 -0.33
H 1.95 -2.57 0.40
H 2.63 1.56 0.33
*
```

Output
ΔE to the lowest compared entry with this formula, charge and spin	432.2	kJ/mol
Kohn-Sham gap	9.19	eV
E_LUMO	-0.187	eV

List of Löwdin charges in e, atom by atom: 0.002, -0.359, -0.041, 0.019, -0.451, 0.186, 0.031, 0.093, 0.095, 0.100, 0.165, 0.026, 0.062, 0.073

(4)
Molecular formula: C9H16F2IP
Method: DFT, ωB97M-V/def2-TZVPD

The geometry in ORCA input format:
```
! wB97M-V def2-TZVPD RIJCOSX def2/J DEFGRID3
* xyz 0 1
C -1.60 0.07 0.97
C -0.83 -0.18 -1.59
C -1.38 0.70 -0.37
C -0.52 0.15 1.97
C 0.69 -0.56 -1.68
C -0.46 -0.84 3.02
C 0.47 1.29 1.96
C 0.95 -1.34 -3.02
C 1.54 0.71 -1.57
F -2.69 1.07 -0.86
F -0.84 1.96 -0.34
P 1.35 -1.57 -0.25
I -0.32 -3.29 -0.08
H -2.55 0.55 1.41
H -1.85 -0.99 1.01
H -1.48 -1.11 -1.49
H -1.06 0.50 -2.47
H -0.11 -1.85 2.45
H -1.39 -1.06 3.49
H 0.31 -0.67 3.81
H 0.18 2.28 1.70
H 1.54 1.04 1.50
H 0.53 1.26 3.05
H 0.16 -2.10 -3.02
H 1.96 -1.72 -2.98
H 0.71 -0.73 -4.05
H 1.19 1.36 -2.34
H 2.51 0.40 -1.92
H 1.60 1.05 -0.58
*
```

Output
Kohn-Sham gap (spin up / spin down)	8.29 / 5.83	eV
E_LUMO (spin up / spin down)	0.161 / -1.352	eV

List of Löwdin charges in e, atom by atom: -0.134, -0.121, -0.440, -0.364, -0.863, -0.107, -0.074, -0.125, -0.138, -0.020, 0.061, 0.554, 0.478, 0.166, 0.066, 0.072, 0.141, 0.050, 0.069, 0.097, 0.064, 0.103, 0.063, 0.040, 0.050, 0.137, 0.092, 0.071, 0.014

(5)
Molecular formula: C3H8S2
Method: DFT, ωB97M-V/def2-TZVPD

The geometry in ORCA input format:
```
! wB97M-V def2-TZVPD RIJCOSX def2/J DEFGRID3
* xyz 0 1
C -2.13 0.14 -0.44
C -1.48 -0.29 -1.49
H -2.75 1.03 -0.40
H -2.24 -0.55 0.39
H -1.01 -1.27 -1.43
H -1.25 0.16 -2.44
C 1.77 -0.24 -0.06
S 1.73 1.40 0.80
S 0.74 1.05 2.57
H 1.14 -0.09 -0.93
H 1.25 -0.92 0.60
H 2.82 -0.44 -0.25
H 1.41 0.01 3.08
*
```

Output
SMILES	C=C.CSS
ΔE to the lowest compared entry with this formula, charge and spin	150.7	kJ/mol
Kohn-Sham gap	9.03	eV
E_LUMO	0.587	eV

List of Löwdin charges in e, atom by atom: -0.074, -0.107, 0.051, 0.055, 0.047, 0.053, -0.431, 0.324, 0.257, -0.009, 0.011, 0.023, -0.200

(6)
Molecular formula: C5H8O2
Method: DFT, ωB97M-V/def2-TZVPD

The geometry in ORCA input format:
```
! wB97M-V def2-TZVPD RIJCOSX def2/J DEFGRID3
* xyz 0 1
C 1.93 1.45 -0.06
C 0.87 0.52 0.00
C -0.54 0.67 0.04
C 1.36 -0.95 0.02
C -1.49 -0.46 -0.19
O -1.21 1.85 -0.03
O -2.79 -0.12 -0.12
H 1.89 2.39 0.42
H 0.94 -1.58 0.89
H 2.51 -0.73 0.22
H 1.30 -1.43 -0.95
H -1.28 -1.24 0.59
H -1.43 -0.89 -1.18
H -0.60 2.60 0.12
H -2.76 0.83 -0.32
*
```

Output
ΔE to the lowest compared entry with this formula, charge and spin	527.9	kJ/mol
Kohn-Sham gap (spin up / spin down)	6.91 / 6.90	eV
E_LUMO (spin up / spin down)	-0.905 / -0.905	eV

List of Löwdin charges in e, atom by atom: 0.135, -0.370, -0.193, -0.103, -0.248, 0.067, -0.023, -0.033, 0.097, 0.093, 0.062, 0.148, 0.141, 0.137, 0.090

(7)
Molecular formula: C82H181N9O3
Method: DFT, ωB97M-V/def2-TZVPD

The geometry in ORCA input format:
```
! wB97M-V def2-TZVPD RIJCOSX def2/J DEFGRID3
* xyz 8 1
C -1.36 11.85 -6.91
C -0.89 11.56 -5.48
C -1.74 10.52 -4.75
N -1.41 10.36 -3.25
C 0.04 9.89 -3.22
C 0.53 9.64 -1.70
C -0.35 8.69 -0.84
C -1.91 9.08 -1.00
C -2.30 9.39 -2.45
C -1.51 11.81 -2.57
H -0.69 12.41 -7.56
H -2.35 12.27 -6.73
H -1.53 10.90 -7.42
H -0.86 12.55 -5.02
H 0.15 11.24 -5.51
H -1.66 9.48 -5.06
H -2.77 10.87 -4.85
H -0.01 8.93 -3.74
H 0.86 10.41 -3.72
H 1.54 9.21 -1.77
H 0.44 10.61 -1.23
H -0.26 7.70 -1.27
H -0.05 8.64 0.21
H -2.62 8.32 -0.68
H -2.10 9.87 -0.28
H -2.14 8.48 -3.02
H -3.28 9.87 -2.41
H -1.46 11.61 -1.49
H -2.48 12.26 -2.75
H -0.59 12.35 -2.82
C 1.98 3.40 -7.16
C 2.56 3.51 -8.52
C 2.17 4.82 -9.27
N 2.66 4.99 -10.72
C 2.71 6.52 -11.11
C 3.25 6.77 -12.54
C 4.64 6.22 -12.61
C 4.76 4.79 -12.18
C 4.12 4.49 -10.83
C 1.71 4.20 -11.71
H 0.89 3.41 -7.08
H 2.41 4.07 -6.42
H 2.31 2.44 -6.76
H 2.16 2.70 -9.13
H 3.62 3.27 -8.42
H 2.88 5.48 -8.77
H 1.14 5.16 -9.15
H 3.38 7.00 -10.40
H 1.71 6.93 -11.11
H 3.21 7.80 -12.89
H 2.56 6.37 -13.28
H 5.30 6.85 -12.02
H 5.00 6.21 -13.64
H 5.83 4.59 -12.21
H 4.33 4.11 -12.91
H 4.63 5.05 -10.05
H 4.21 3.41 -10.70
H 0.71 4.62 -11.60
H 1.61 3.15 -11.45
H 1.93 4.38 -12.76
C -5.05 -12.05 3.43
C -4.50 -10.79 2.80
C -3.00 -10.39 3.22
N -2.65 -8.92 2.92
C -1.12 -8.81 3.09
C -0.34 -9.26 1.97
C -0.80 -8.92 0.49
C -2.35 -9.09 0.44
C -3.12 -8.35 1.56
C -3.21 -8.01 4.04
H -5.51 -11.67 4.35
H -4.30 -12.67 3.94
H -5.85 -12.46 2.81
H -5.04 -9.90 3.14
H -4.78 -10.80 1.74
H -2.23 -10.96 2.69
H -3.03 -10.66 4.27
H -0.65 -9.27 3.96
H -0.81 -7.77 3.21
H -0.29 -10.35 1.97
H 0.67 -8.97 2.25
H -0.35 -9.58 -0.25
H -0.48 -7.89 0.32
H -2.64 -10.13 0.53
H -2.84 -8.86 -0.50
H -4.16 -8.66 1.50
H -2.85 -7.32 1.79
H -4.29 -7.87 3.92
H -2.74 -7.04 3.94
H -3.14 -8.42 5.05
C 5.67 -1.21 15.38
C 6.19 -1.72 14.04
C 5.11 -1.58 12.89
N 5.54 -2.18 11.52
C 4.47 -1.78 10.47
C 4.72 -2.42 9.07
C 4.72 -4.03 9.07
C 5.62 -4.52 10.20
C 5.39 -3.77 11.61
C 6.95 -1.79 11.03
H 4.70 -1.70 15.48
H 5.66 -0.14 15.21
H 6.30 -1.44 16.24
H 6.59 -2.71 14.22
H 7.09 -1.20 13.71
H 4.99 -0.53 12.65
H 4.13 -1.98 13.16
H 3.50 -2.12 10.84
H 4.40 -0.70 10.51
H 3.85 -2.50 8.42
H 5.64 -2.12 8.55
H 3.70 -4.41 9.16
H 5.12 -4.52 8.18
H 5.52 -5.60 10.31
H 6.66 -4.30 9.97
H 4.34 -3.97 11.83
H 6.07 -4.14 12.38
H 7.05 -2.10 9.98
H 7.69 -2.34 11.61
H 6.97 -0.73 11.24
C 6.54 4.97 4.87
C 7.46 6.06 4.37
C 8.89 5.99 5.07
N 9.89 7.17 4.62
C 11.07 7.27 5.68
C 10.66 7.95 6.99
C 9.95 9.26 6.81
C 8.80 9.20 5.81
C 9.15 8.54 4.49
C 10.44 6.99 3.19
H 5.61 5.15 4.34
H 6.19 5.10 5.89
H 6.83 3.93 4.72
H 7.00 7.04 4.50
H 7.54 5.94 3.29
H 9.35 5.04 4.80
H 8.75 5.96 6.15
H 11.43 6.25 5.79
H 11.79 7.87 5.12
H 9.83 7.43 7.48
H 11.55 8.14 7.59
H 9.68 9.67 7.78
H 10.66 9.98 6.40
H 8.00 8.66 6.33
H 8.44 10.22 5.69
H 8.27 8.41 3.87
H 9.74 9.29 3.97
H 11.11 6.13 3.28
H 11.04 7.88 2.98
H 9.56 6.86 2.56
C -2.01 -4.31 -7.65
C -3.29 -4.20 -8.49
C -3.33 -5.35 -9.58
N -4.35 -5.31 -10.70
C -4.36 -6.73 -11.27
C -5.58 -6.86 -12.25
C -6.90 -6.51 -11.51
C -6.99 -5.11 -10.97
C -5.71 -4.93 -10.04
C -3.92 -4.25 -11.66
H -2.14 -3.77 -6.72
H -1.21 -3.67 -8.02
H -1.60 -5.31 -7.50
H -3.20 -3.26 -9.04
H -4.26 -4.08 -8.01
H -3.46 -6.31 -9.08
H -2.40 -5.49 -10.13
H -4.30 -7.51 -10.51
H -3.54 -6.88 -11.97
H -5.55 -7.85 -12.69
H -5.40 -6.23 -13.12
H -7.28 -7.20 -10.76
H -7.66 -6.57 -12.29
H -7.94 -5.03 -10.44
H -7.06 -4.41 -11.80
H -5.74 -5.48 -9.10
H -5.60 -3.91 -9.66
H -3.02 -4.58 -12.19
H -3.77 -3.36 -11.05
H -4.72 -4.09 -12.39
C 7.65 -3.22 -5.40
C 7.36 -3.39 -3.85
C 8.65 -3.31 -2.96
N 8.51 -3.18 -1.40
C 9.86 -3.51 -0.78
C 10.94 -2.37 -1.04
C 10.41 -0.91 -0.69
C 9.00 -0.62 -1.29
C 7.92 -1.77 -0.93
C 7.47 -4.22 -0.96
H 6.85 -3.73 -5.93
H 8.61 -3.66 -5.68
H 7.55 -2.15 -5.58
H 6.77 -4.29 -3.69
H 6.76 -2.54 -3.52
H 9.28 -2.47 -3.25
H 9.25 -4.18 -3.23
H 10.08 -4.52 -1.13
H 9.54 -3.56 0.26
H 11.35 -2.39 -2.05
H 11.92 -2.65 -0.65
H 10.95 -0.11 -1.20
H 10.43 -0.86 0.40
H 9.16 -0.49 -2.36
H 8.48 0.29 -1.00
H 6.87 -1.65 -1.21
H 7.79 -1.98 0.13
H 7.82 -5.18 -1.36
H 6.48 -3.99 -1.34
H 7.28 -4.26 0.12
C -6.83 4.22 11.28
C -7.65 3.48 10.25
C -6.90 2.20 9.65
N -7.45 1.77 8.26
C -6.50 0.71 7.61
C -5.17 1.30 7.17
C -5.33 2.54 6.39
C -6.24 3.63 7.02
C -7.62 3.00 7.32
C -8.74 1.03 8.65
H -6.58 3.55 12.10
H -7.30 5.15 11.61
H -5.84 4.54 10.94
H -7.92 4.31 9.60
H -8.51 3.20 10.87
H -6.92 1.35 10.34
H -5.81 2.27 9.64
H -6.30 -0.11 8.30
H -7.02 0.34 6.72
H -4.40 1.45 7.92
H -4.62 0.62 6.52
H -4.38 2.87 5.98
H -5.77 2.20 5.45
H -5.84 3.99 7.97
H -6.28 4.43 6.28
H -8.40 3.66 7.71
H -7.89 2.53 6.37
H -8.41 0.13 9.18
H -9.13 0.59 7.73
H -9.36 1.72 9.22
C -11.21 -8.52 -0.81
C -11.59 -7.05 -0.53
C -10.50 -5.94 -0.72
N -11.04 -4.60 -1.20
C -11.53 -4.74 -2.68
C -11.60 -3.43 -3.48
C -10.40 -2.52 -3.23
C -10.09 -2.29 -1.69
C -9.83 -3.62 -0.99
C -12.22 -4.28 -0.31
H -10.43 -8.67 -0.06
H -10.80 -8.51 -1.82
H -12.03 -9.22 -0.64
H -11.87 -6.97 0.53
H -12.46 -6.84 -1.15
H -9.84 -6.18 -1.55
H -9.88 -5.88 0.18
H -10.75 -5.35 -3.14
H -12.54 -5.16 -2.72
H -11.81 -3.68 -4.52
H -12.48 -2.85 -3.19
H -9.47 -2.99 -3.54
H -10.50 -1.59 -3.80
H -9.24 -1.61 -1.78
H -10.91 -1.80 -1.16
H -8.86 -4.07 -1.21
H -9.79 -3.45 0.08
H -12.91 -3.69 -0.91
H -11.85 -3.52 0.37
H -12.79 -5.07 0.18
O -1.72 -1.41 0.25
C -0.48 -1.09 0.61
O 0.22 -1.97 1.14
O -0.21 0.12 0.37
H -1.98 -0.53 -0.04
*
```

Output
ΔE to the lowest compared entry with this formula, charge and spin	0.0	kJ/mol
Kohn-Sham gap	5.99	eV
E_LUMO	-9.069	eV

Löwdin population analysis, charges in e, atoms 1 to 99: -0.076, -0.247, -0.113, -0.241, -0.100, -0.132, -0.148, -0.145, -0.092, 0.067, 0.094, 0.086, 0.075, 0.113, 0.099, 0.131, 0.138, 0.123, 0.126, 0.116, 0.101, 0.102, 0.112, 0.119, 0.107, 0.134, 0.143, 0.082, 0.118, 0.108, -0.117, -0.259, -0.098, -0.207, -0.073, -0.165, -0.202, -0.178, -0.109, 0.058, 0.086, 0.084, 0.085, 0.107, 0.116, 0.120, 0.141, 0.134, 0.134, 0.135, 0.113, 0.131, 0.134, 0.137, 0.123, 0.138, 0.134, 0.101, 0.101, 0.095, -0.079, -0.226, -0.071, -0.233, -0.165, -0.195, -0.116, -0.147, -0.056, 0.016, 0.078, 0.088, 0.092, 0.088, 0.100, 0.121, 0.133, 0.154, 0.136, 0.115, 0.134, 0.117, 0.113, 0.111, 0.120, 0.119, 0.138, 0.099, 0.103, 0.114, -0.077, -0.240, -0.091, -0.240, -0.094, -0.126, -0.182, -0.160, -0.041

(8)
Molecular formula: C2H4NO
Method: DFT, ωB97M-V/def2-TZVPD

The geometry in ORCA input format:
```
! wB97M-V def2-TZVPD RIJCOSX def2/J DEFGRID3
* xyz 1 1
C -0.96 0.15 0.36
C 0.36 -0.07 -0.45
N 1.51 -0.11 -0.14
O 2.54 -0.19 0.30
H -1.51 -0.57 -0.20
H -0.70 -0.20 1.46
H -1.50 1.04 0.23
H 0.27 -0.05 -1.57
*
```

Output
SMILES	CC=[N+]=O
ΔE to the lowest compared entry with this formula, charge and spin	285.0	kJ/mol
Kohn-Sham gap	9.71	eV
E_LUMO	-7.759	eV

List of Löwdin charges in e, atom by atom: 0.067, -0.013, 0.034, 0.377, 0.083, 0.153, 0.079, 0.219